Computed, not measured: a 2-piece molecular cluster, C18H28F5N2O5S overall in a non-equilibrium geometry, with the ωB97M-V functional and the def2-TZVPD basis.

Energy relative to the best compared isomer or geometry (same formula, charge and spin)   0.000 eV
Net charge   +1
Max |F|   0.035 Eh/bohr
Energy   -2085.61760 hartree
Highest occupied orbital energy   -11.248 eV

```
59
C18H28F5N2O5S | the Open Molecules 2025 dataset | the ωB97M-V functional and the def2-TZVPD basis
H 2.3383 -1.9137 -0.5509
C -0.8237 0.4086 -2.0514
H 3.9695 -0.0883 -2.0700
H 4.2914 -1.8112 -2.3218
H -2.0136 -6.1022 5.2312
C 1.5545 1.0635 -3.1406
C 0.7804 4.6106 -2.5092
H -0.0971 -3.1751 3.8023
H -0.3584 -4.7938 7.4551
H 2.6975 -1.2791 -3.9847
H -0.1218 5.6374 -4.2477
H -2.9054 -3.5012 4.9869
H 2.5195 1.2998 -3.5597
C 0.6076 2.0713 -3.0161
C -0.9810 -4.7249 6.5637
F -0.6779 -2.0121 0.5119
O -2.4385 -1.5984 -1.5812
C 2.3706 -1.2496 -2.9499
H -1.8803 -4.1706 6.8544
H 1.9484 5.8584 -1.2344
C -1.3419 -6.1224 6.0912
H 2.5988 4.2623 -1.4008
H 3.1122 -0.5522 -0.0697
F -3.0479 -0.1988 1.2326
H 1.9112 -2.2137 -2.7608
H -1.8435 -6.6704 6.8884
H 0.1860 4.3295 -1.6525
C 0.1644 -0.5425 -2.2270
C -0.8301 -3.7406 4.3807
C 2.1278 5.0710 -1.9598
C -1.7511 2.7421 -2.3600
H -0.0007 -1.5627 -1.9187
N 1.3395 -0.2089 -2.7708
C -0.6392 1.7351 -2.4531
H -2.4952 -2.7241 3.4617
O -3.4239 0.6194 -1.6433
F -0.8680 -0.9316 2.3720
H -0.4454 -6.6698 5.7977
O -2.4346 2.9452 -3.2998
H -2.3835 4.1628 -1.3438
H -1.9674 -2.0120 5.0004
O -1.9004 3.3364 -1.1866
H -0.9898 -4.6832 3.8433
C -2.1254 -2.9484 4.4628
H 2.7828 5.4155 -2.7528
F -1.6098 1.3192 0.6438
C 0.0481 5.8008 -3.1887
C 3.5491 -1.0867 -1.9961
H 0.4612 3.6035 -4.4556
S -2.3219 -0.2064 -1.2858
H -0.9338 5.9303 -2.7403
C -0.7494 -0.8093 1.0641
F 0.3862 -0.1565 0.7979
C 0.9758 3.4534 -3.5095
H 2.0390 3.4241 -3.7403
N 3.2136 -1.4087 -0.5973
H 0.6087 6.7205 -3.0726
O -0.2190 -3.9783 5.6295
C -1.9624 0.0270 0.5314
```



Computed, not measured: C28H25BrFN5O6PtS as an isolated structure in a non-equilibrium geometry, with the ωB97M-V functional and the def2-TZVPD basis.

Energy relative to the best compared isomer or geometry (same formula, charge and spin)   1.305 eV
Net charge   +1
Max |F|   0.032 Eh/bohr
2S+1   2
Energy   -4998.28378 hartree
Highest occupied orbital energy (spin up / spin down)   -9.392 / -9.428 eV
⟨S²⟩   0.7561

```
68
C28H25BrFN5O6PtS | the Open Molecules 2025 dataset | the ωB97M-V functional and the def2-TZVPD basis
C -1.2257 -0.0264 -3.3404
C 1.2097 1.0545 0.9349
H -2.3416 4.3940 -0.2495
C -1.9500 1.6441 -1.6681
C -0.8812 2.7236 1.6506
N 2.7201 -2.8796 -1.5026
C -4.0068 3.2399 0.6630
O -0.9527 -1.2757 -3.2932
H -0.2522 -6.4728 -3.4833
N 0.3549 -4.6371 -4.1727
H 2.0332 0.4049 0.6708
F 2.2532 1.5023 2.9799
H -4.6408 4.3239 -1.1745
H 0.6757 3.9129 6.6620
C 0.1685 0.5717 -1.2456
H -2.7870 1.8279 -2.3246
C 0.7976 2.5234 4.9656
H -4.1443 2.2513 1.0807
C 2.4624 -3.3861 -0.2903
C -2.8399 3.4308 -0.2683
H -1.1532 -7.1959 -5.6963
H 3.0092 -4.6674 1.3080
C 4.3600 -4.8077 -0.3829
N -1.9182 2.3481 -0.5034
O 0.8444 -4.3352 -2.9904
H -0.9402 -5.6353 -7.6440
C -0.0632 4.5290 3.9799
H 4.9882 -5.5866 0.0281
H 0.0510 2.2978 7.0203
O 1.2051 -2.8210 1.6169
H 0.0874 -3.3918 -7.2554
O 0.2771 -2.5234 -0.4044
O 1.1711 -0.0882 -1.5928
C 3.2638 -4.3316 0.3137
C -0.0090 -4.1158 -6.4585
H -4.5571 2.5251 -1.3652
C -0.8861 2.1239 0.3922
H 0.8873 4.9744 4.2977
H -1.7112 3.3440 1.9584
Pt 0.8678 -2.1089 -2.4601
N 0.0661 3.0882 3.8401
C 1.2046 1.6847 2.1491
N -1.2370 3.5417 5.8799
C -0.5803 -5.3511 -6.6657
C 0.1303 3.0645 6.2540
H -4.2750 4.0589 1.3177
H -1.6331 2.8195 5.2713
C 0.1635 1.2561 0.0322
O -1.7377 0.5872 -4.2607
H 1.8567 2.7955 4.9722
C 0.4520 -3.7485 -5.1940
C -0.9974 0.7510 -2.0334
C 3.8361 -3.2777 -2.1254
H -0.9013 5.6252 5.6927
C -1.1514 4.7848 5.0486
H 0.7325 1.4377 4.9204
C 4.6693 -4.2527 -1.6159
C -4.2312 3.3932 -0.8108
H -1.8344 3.6747 6.6934
H -2.1277 4.9563 4.5992
C -0.6937 -6.2250 -5.5854
C 1.2046 -2.8599 0.3990
C 0.1561 2.5072 2.5530
H 5.5497 -4.5487 -2.1653
H -0.3394 4.9870 3.0350
S 1.1529 -2.2047 -4.9104
C -0.2193 -5.8434 -4.3590
Br 4.3575 -2.3626 -3.6880
```



Computed, not measured: one molecule with the formula C6H8N2O2S in a non-equilibrium geometry, with the ωB97M-V functional and the def2-TZVPD basis.

Energy relative to the best compared isomer or geometry (same formula, charge and spin)   5.643 eV
Net charge   0
Max |F|   0.120 Eh/bohr
2S+1   3
Energy   -891.25701 hartree
Highest occupied orbital energy (spin up / spin down)   -6.618 / -9.933 eV
⟨S²⟩   2.0205

```
19
C6H8N2O2S | the Open Molecules 2025 dataset | the ωB97M-V functional and the def2-TZVPD basis
H -1.6576 -0.3576 -1.6875
H -2.1562 0.8163 1.7354
H -0.6529 -1.0947 1.1333
H -2.0222 -1.9059 -0.6897
C -1.2663 -1.0435 -0.9546
O 1.6608 -2.0319 0.1661
C -2.3015 0.2183 0.8006
C -0.9745 -0.3915 0.4860
S 0.1338 2.1375 -0.0335
C 0.0951 0.5095 0.1181
H 2.3418 3.2025 -0.5846
H -0.4208 -1.3889 -1.3255
H -2.7465 0.8665 -0.1173
C 2.1580 0.0399 -0.0950
H -3.1290 -0.3963 1.1192
C 1.9328 2.2607 -0.1731
N 2.6470 1.2059 -0.1334
O 3.7855 -1.4230 0.1169
N 2.5726 -1.2236 0.1185
```



Computed, not measured: one molecule with the formula C6H10, with the ωB97M-V functional and the def2-TZVPD basis.

Energy relative to the best compared isomer or geometry (same formula, charge and spin)   5.253 eV
Net charge   0
Max |F|   0.007 Eh/bohr
Energy   -234.40947 hartree
Highest occupied orbital energy (spin up / spin down)   -7.309 / -7.310 eV

```
16
C6H10 | the Open Molecules 2025 dataset | the ωB97M-V functional and the def2-TZVPD basis
C 0.7658 0.2113 0.6953
C 2.0505 0.5909 -0.0152
H -0.9127 2.5439 0.5820
H -1.9056 -2.3732 -0.8518
C -1.8596 -1.4563 -0.2562
H 2.9197 0.3625 0.6130
H 0.8223 -0.8084 1.0926
H 0.1805 -1.1342 -1.0766
H -2.7559 -0.8424 -0.4120
C -0.6615 -0.6348 -0.5975
C -0.5768 0.7040 -0.2680
H 0.5196 0.8500 1.5451
H 2.1642 0.0321 -0.9519
H 2.0541 1.6563 -0.2602
C -1.1979 1.8642 -0.2307
H -1.8508 -1.7479 0.8027
```



Computed, not measured: C41H38AsN2O10P2PbS2 as an isolated structure, with the ωB97M-V functional and the def2-TZVPD basis.

Energy relative to the best compared isomer or geometry (same formula, charge and spin)   0.134 eV
Net charge   +1
Max |F|   0.010 Eh/bohr
Energy   -6354.62554 hartree
Highest occupied orbital energy   -10.856 eV

```
97
C41H38AsN2O10P2PbS2 | the Open Molecules 2025 dataset | the ωB97M-V functional and the def2-TZVPD basis
O 1.6329 -0.8222 2.0795
H 1.9846 4.2785 -2.9016
H 3.7788 -0.1044 2.9890
O 0.8399 -7.1006 -3.3130
C 1.3982 -3.3258 -6.3913
H -6.2395 -0.5761 2.0143
O 3.7814 -1.8157 -2.3154
H 1.6452 -6.6434 -7.0572
C -2.7175 -1.3573 -1.7412
C -1.2177 -1.8559 0.0690
C 1.2631 -5.7702 -5.1469
O 1.6426 1.2946 0.8495
H 1.8138 2.1860 5.7100
H 1.7643 -4.4289 -8.1943
S -3.5257 -0.9952 4.4433
C 0.9784 -2.1645 -4.2256
H -3.2293 1.5810 2.8520
H -3.3353 -0.6525 -2.2898
H -2.6468 -3.1808 4.5624
H -1.7886 2.2406 3.6165
C -2.6263 0.5679 4.6571
C -2.0009 -0.9322 -0.6164
C 0.0713 5.0610 -2.3193
O 0.8959 -2.2503 -2.9634
H -0.6460 -1.5683 0.9377
O 5.3846 0.3530 -3.0947
H 6.5176 0.5528 -1.0623
H -3.2523 1.2020 5.2840
C -0.9845 4.9785 -1.4160
C 0.5314 2.8466 2.6499
H -1.4682 -2.1284 3.7716
H 1.5553 1.1462 3.4914
C 0.0528 4.1368 2.8767
C 1.1671 4.2228 -2.1952
H 0.0336 5.7838 -3.1238
C 1.5122 -5.7227 -6.5086
N 1.1712 -7.0867 -4.4799
C 4.5730 0.1302 -0.3195
O 0.8989 -1.0331 -4.8061
H -3.2206 -2.9908 -3.0280
C 1.1773 2.1455 3.6676
C -1.1502 -3.1761 -0.3594
H 0.9075 -4.6980 -3.3238
C 1.1615 -3.4025 -5.0228
C -1.4496 0.4532 2.4408
C 1.0944 -4.6341 -4.3853
Pb 0.5503 0.0184 -2.7420
H 6.1925 0.4063 3.2149
C -2.3027 1.3114 3.3613
C -4.4571 0.0022 0.9830
C -4.3350 2.3093 0.3101
O 1.4379 -8.0665 -5.1397
H -0.1545 5.7185 4.3031
C 6.5015 0.5313 1.0924
C -5.5828 2.5436 0.8653
H -3.8133 3.1111 -0.2005
H -1.7826 3.9711 0.2905
C 3.8243 -0.0351 0.8490
O 2.6295 0.6642 -2.5347
H -0.5361 0.1275 2.9442
H -1.7169 0.3583 5.2256
C 4.3912 0.0579 2.1127
C 5.9225 0.4216 -0.1664
H -4.0286 -0.9919 1.0293
C 1.3185 2.7289 4.9159
C -1.8646 -3.5877 -1.4715
C 1.5774 -4.4857 -7.1310
C -5.7060 0.2347 1.5358
H -0.5252 -3.8781 0.1771
C -2.1851 -2.1952 4.5899
H -6.0286 3.5277 0.8032
O 1.6170 -0.8402 -0.3818
N -1.0776 1.0999 1.1416
H -1.6690 -2.0823 5.5422
H -1.7974 -4.6134 -1.8107
H -7.2414 1.6820 1.9176
C -0.9462 4.0525 -0.3927
H -0.4250 4.6971 2.0850
C 0.1609 3.2081 -0.2628
H 7.5569 0.7565 1.1725
P 0.2407 2.0565 1.0815
H 2.0802 2.6409 -1.0852
H 1.4441 -2.3530 -6.8618
P -2.0832 0.8639 -0.3133
C -3.7527 1.0430 0.3828
C -6.2653 1.5047 1.4851
H -2.0076 -0.4464 2.1878
C 5.7430 0.3391 2.2337
C -2.6559 -2.6763 -2.1599
H 0.9502 4.4624 6.1203
As 4.1049 -0.0928 -2.2106
H -1.8412 5.6314 -1.5176
C 1.2238 3.2979 -1.1607
C 0.2078 4.7147 4.1263
C 0.8320 4.0088 5.1452
H 4.4539 -2.2151 -2.8818
S 2.0912 -0.2883 0.8379
```



Computed, not measured: a 2-piece molecular cluster, C14H32BrClFO5PS2 overall, with the ωB97M-V functional and the def2-TZVPD basis.

Net charge   0
Max |F|   0.014 Eh/bohr
Energy   -5200.53784 hartree
SMILES   CC[PH](CCCBr)(CCCCS(=O)(=O)Cl)[C@H](C)F.CCOS(C)(=O)=O
Highest occupied orbital energy   -8.237 eV

```
57
C14H32BrClFO5PS2 | the Open Molecules 2025 dataset | the ωB97M-V functional and the def2-TZVPD basis
H -1.3579 2.9382 -1.1662
H -1.6251 -0.5172 -3.6753
C -1.2262 2.2412 4.6672
C -1.6725 -1.2701 -2.8874
C 0.9959 -0.6288 -2.1330
H 1.3803 0.3384 -1.8146
H 2.9744 -1.9736 -3.9626
H -0.5980 0.1244 1.0353
H 0.8465 -3.2069 -2.4724
O 4.0519 -4.0224 -3.4808
H -3.2427 -1.6931 -1.4497
H -0.6499 2.1160 0.1888
H 0.3287 -0.6418 -4.2342
C 0.4524 -1.7062 1.1497
H 1.6289 -1.3393 -1.5938
H 1.2046 -0.3655 2.6905
P -0.6732 -0.7428 -1.3442
Br -0.2913 -1.8616 3.9590
H 0.1598 6.2323 2.4477
O 2.4696 -5.6947 -2.5836
Cl 3.1160 -3.5765 -0.8603
H 0.9807 -4.0864 -3.9725
H -3.7692 -0.6984 -2.7971
S 2.8736 -4.3408 -2.7501
C -0.8044 2.0426 -0.8783
O -0.2390 3.3491 2.1445
C -0.0897 1.6295 5.4571
H 0.8440 1.6474 4.8975
H -0.5108 6.2544 4.1013
C 1.4898 -3.3701 -3.3296
H 1.0398 0.1779 0.3420
H -0.4606 -2.2907 1.2612
C 1.2201 -0.7893 -3.6360
O 1.3156 4.1011 3.9073
H -1.0918 -1.9970 -0.7860
C 0.1233 -0.4081 0.4118
C 1.8991 -2.1017 -4.0772
H -2.1597 2.1760 5.2211
H -3.4590 -2.4457 -3.0139
H -2.1827 1.0225 -2.1748
S 0.0053 4.1018 3.3386
F -1.1416 -2.4544 -3.4318
H -2.4119 0.6795 -0.4526
H 0.1359 2.0709 -1.4216
H 1.9015 0.0014 -3.9543
H -0.3311 0.5918 5.6874
H -1.3695 1.7360 3.7109
C -1.6702 0.8192 -1.2370
H -1.5424 5.7550 2.7198
C -3.1291 -1.5321 -2.5278
O -1.0599 3.6629 4.4266
H 1.1723 -2.3135 0.5981
H 1.8790 -2.0108 2.7995
H 0.0674 2.1740 6.3880
C -0.5388 5.7598 3.1346
H 1.7376 -2.2426 -5.1427
C 1.0039 -1.4213 2.5559
```



Computed, not measured: one molecule with the formula C11H9NOS in a non-equilibrium geometry, with the ωB97M-V functional and the def2-TZVPD basis.

Energy relative to the best compared isomer or geometry (same formula, charge and spin)   3.214 eV
Net charge   0
Max |F|   0.076 Eh/bohr
Energy   -952.61859 hartree
SMILES   [H]/N=C1\OC=C[C@@H]1/C=C1/C=CC=CC1=S
Highest occupied orbital energy (spin up / spin down)   -8.077 / -8.072 eV

```
23
C11H9NOS | the Open Molecules 2025 dataset | the ωB97M-V functional and the def2-TZVPD basis
C 3.5203 0.2279 0.2948
H 4.6474 0.2815 0.3509
C -0.6351 -0.4721 0.0605
C 3.0210 -1.0122 -0.1168
C -2.2672 1.2595 -0.7401
H -1.0816 -1.4526 -0.2730
O -4.1769 0.2321 -0.1035
H -1.5456 1.8662 -1.3758
N -3.1403 -1.2560 1.4865
C -3.1527 -0.3257 0.6584
C -1.8840 0.4541 0.4477
C 1.2798 1.1372 0.3750
H -1.5087 1.0995 1.2634
C 0.7408 -0.2057 0.1796
H 1.1784 -2.1604 -0.6464
S 0.4834 2.5605 0.4639
H 3.1558 2.1931 0.4613
H -4.1716 1.1396 -1.9268
C -3.5012 0.9374 -1.0955
H -4.0005 -1.7005 1.7528
C 2.6548 1.2684 0.3780
C 1.7029 -1.2638 -0.2266
H 3.6009 -1.8382 -0.5066
```



Computed, not measured: C28H22ClN4O7Pd as an isolated structure, with the ωB97M-V functional and the def2-TZVPD basis.

Net charge   -1
Max |F|   0.009 Eh/bohr
2S+1   3
Energy   -2414.09421 hartree
Highest occupied orbital energy (spin up / spin down)   -4.618 / -4.545 eV
⟨S²⟩   2.0058

```
63
C28H22ClN4O7Pd | the Open Molecules 2025 dataset | the ωB97M-V functional and the def2-TZVPD basis
C -0.5617 3.8634 -3.1170
H 0.4812 3.6737 -3.3313
C 2.6023 1.1920 -0.4904
C -4.3617 -1.1153 -0.6065
H 5.5111 -0.8357 3.4646
C -5.5234 -1.0570 0.3288
H -2.4130 2.1666 -0.3500
C -1.2873 4.7803 -3.8549
N 0.8342 1.8473 -1.7266
C 2.8302 -0.4888 1.3700
O -0.9175 1.6114 -0.2557
H 3.2524 -1.7357 3.0595
C 3.6583 -0.9525 2.4312
H -3.5599 -2.1191 -3.7319
N 1.4153 0.9119 -0.8741
Pd -0.0018 -0.4433 0.0288
H -0.0705 -5.2342 0.0514
C -4.5500 -1.6162 -1.8876
H -1.8535 -3.3337 3.4036
O -0.1152 -2.7833 -0.0764
H -6.7862 -0.0592 2.5806
H -0.8143 5.3279 -4.6601
C -2.2135 -1.3382 -2.2589
C -0.3611 2.1430 -1.3028
Cl -1.6505 -8.1866 3.5767
H -0.4635 -7.4782 1.0981
N -2.0387 -0.8279 -1.0460
H -3.2111 5.7072 -4.1206
H 3.0581 2.0717 -0.9500
C 5.4363 0.5687 1.8301
H -4.2721 4.4484 -2.2625
C 4.9155 -0.4453 2.6465
C -6.2726 -1.0250 2.6292
C -0.5527 -5.3263 1.0154
C -3.0898 -0.7015 -0.2451
N -5.2212 -1.0681 1.6467
H -7.0015 -1.8150 2.4237
C -1.1470 3.1449 -2.0745
O -6.6807 -1.0251 -0.0646
C -3.4595 -1.7257 -2.7297
C -0.7186 -2.8177 1.0245
C -1.5580 -4.2505 2.9110
H 5.0226 1.8464 0.1703
O -5.6286 -1.2123 3.8715
C -1.3784 -6.6289 2.8374
O -3.1250 2.7246 -0.7720
C 4.6521 1.0479 0.8063
C -0.7667 -6.5670 1.5957
H -6.2794 -1.1293 4.5720
C -0.9490 -4.1647 1.6658
C -2.4997 3.3735 -1.7701
H -4.2803 -1.2108 1.9814
O 1.6880 -1.0407 1.1803
H -1.3228 -1.4423 -2.8659
H -2.8843 -0.2582 0.7204
H -2.2485 -5.5623 4.4769
O -1.1642 -1.8000 1.6137
H 6.4246 0.9717 2.0080
C -2.6304 4.9914 -3.5502
C 3.3664 0.5464 0.5481
C -3.2310 4.2976 -2.5194
H -5.5447 -1.9149 -2.1916
C -1.7766 -5.4840 3.5067
```



- Which of these has the lowest max |F|?
  C6H10